Version 1
Formula: C4H6OS
Source: the Open Molecules 2025 dataset
Level of theory: ωB97M-V/def2-TZVPD

- Gap between HOMO and LUMO: 8.94 eV
- Multiplicity: 1
- Lowest unoccupied orbital energy: 0.153 eV
- SMILES: C=CCOC=S

Geometry as XYZ:
```
12
Properties=species:S:1:pos:R:3:lowdin_charge:R:1
C 2.2267 -0.6451 -0.0142 -0.021
C 1.1435 -0.0849 -0.5099 -0.178
C -0.0908 0.3156 0.3040 -0.210
O -1.2410 -0.4512 -0.1725 -0.178
C -2.3557 0.3199 -0.1295 -0.698
S -3.7932 -0.5049 -0.0980 0.638
H 2.9243 -1.0589 -0.6152 -0.004
H 2.5143 -1.0217 1.1729 0.151
H 1.0489 0.5114 -1.6033 0.174
H 0.0797 -0.1554 1.3477 0.150
H -0.2332 1.3728 0.2469 0.097
H -2.2236 1.4023 0.0710 0.079
```

=====

Version 2
Formula: C4H6OS
Source: the Open Molecules 2025 dataset
Level of theory: ωB97M-V/def2-TZVPD

- Gap between HOMO and LUMO: 7.88 eV
- Multiplicity: 1
- Lowest unoccupied orbital energy: -0.907 eV
- SMILES: OC/C=C/C=S

Geometry as XYZ:
```
12
Properties=species:S:1:pos:R:3:lowdin_charge:R:1
O 2.3395 -0.7861 -0.5928 -0.091
C 1.5133 -0.0502 0.3136 -0.287
C 0.0533 -0.3402 0.1955 -0.082
C -0.7785 0.6830 -0.1522 -0.171
C -2.2470 0.5144 -0.2777 -0.661
S -3.1316 -0.8297 -0.0797 0.666
H 2.2377 -1.7680 -0.3848 0.119
H 1.8687 -0.1273 1.3615 0.122
H 1.7320 1.0089 -0.0086 0.129
H -0.4011 -1.3444 0.5237 0.121
H -0.3360 1.6555 -0.3219 0.097
H -2.8504 1.3841 -0.5764 0.038
```

=====

Referenced to the most stable arrangement, the calculated values in kJ/mol are version 1 142.8; version 2 0.0.